This record from OMol25 describes a single C3H7NO2 molecule at a distorted geometry. The level of theory is the ωB97M-V functional and the def2-TZVPD basis.

## Properties
Strongest force on any atom in eV/Å: 6.6
Relative energy (zero: lowest compared OMol25 entry of this formula, charge and spin) in kcal/mol: 129.83
Kohn-Sham gap in eV: 9.86
LUMO level in eV: 1.04
SMILES: C[C@H]1O[C@@H]1ON
Total energy in Ha: -323.5741

Bonds (Å) are listed after each position.
Element x y z (Å)
1 C -1.952 0.885 -0.438  C2 1.501, H7 1.116, H8 1.077, H9 1.136
2 C -0.452 0.849 -0.476  C1 1.501, O3 1.412, C4 1.691, H10 1.106
3 O 0.260 1.023 0.731  C2 1.412, C4 1.366
4 C 0.249 -0.326 0.518  C2 1.691, O3 1.366, O5 1.361, H11 1.150
5 O 1.108 -1.178 -0.104  C4 1.361, N6 1.409
6 N 2.291 -1.259 0.658  O5 1.409, H12 0.976, H13 1.041
7 H -2.334 1.928 -0.340  C1 1.116
8 H -2.259 0.208 0.342  C1 1.077
9 H -2.137 0.471 -1.480  C1 1.136
10 H 0.185 0.797 -1.378  C2 1.106
11 H -0.642 -0.804 1.067  C4 1.150
12 H 2.869 -0.483 0.533  N6 0.976
13 H 2.814 -2.110 0.366  N6 1.041